One molecule with the formula C10H18N2O5 in a non-equilibrium geometry, computed with ωB97M-V/def2-TZVPD.

## Properties
energy = -23881.0462 eV
energy above the lowest of the compared OMol25 structures with the same formula, charge and spin = 71.83 kJ/mol
highest occupied orbital energy = -9.44 eV
maximum force = 2.629 eV/A
gap between HOMO and LUMO = 0.364 Ha
2S+1 = 1

Last column: natural (NBO) charge in e.
Cartesian coordinates (Å):
C -5.2210 -1.4659 -0.8005  -0.601
C -4.4189 -0.3678 -0.0990  -0.226
C -4.7471 -0.0871 1.4014  -0.617
C -2.9497 -0.7553 -0.2505  -0.387
C -2.0167 0.3813 0.2243  -0.136
N -2.4202 1.6304 -0.4052  -0.817
C -0.5503 0.0483 -0.0404  0.691
O -0.1616 -0.1186 -1.1880  -0.646
N 0.3838 0.0915 0.9909  -0.621
C 1.8175 0.1923 0.6853  -0.158
C 2.4300 -1.0081 -0.0785  -0.535
C 3.8947 -1.1836 0.2648  0.804
O 4.4186 -0.6300 1.2265  -0.576
O 4.6321 -1.9579 -0.6074  -0.675
C 1.9905 1.4982 -0.0981  0.800
O 1.2036 2.3903 -0.1370  -0.586
O 3.1358 1.4962 -0.8091  -0.694
H -5.1281 -2.3998 -0.2430  0.198
H -4.9186 -1.6118 -1.8478  0.211
H -6.2964 -1.2250 -0.7940  0.206
H -4.5617 0.5542 -0.6598  0.222
H -5.8273 -0.1273 1.5622  0.212
H -4.4264 0.9093 1.7164  0.216
H -4.2731 -0.8399 2.0452  0.197
H -2.6651 -1.6755 0.2809  0.203
H -2.7537 -0.9364 -1.3158  0.215
H -2.1225 0.4562 1.2926  0.183
H -1.9197 2.4229 -0.0121  0.372
H -2.1285 1.5254 -1.3778  0.369
H 0.0788 0.4183 1.9084  0.405
H 2.3892 0.3001 1.6008  0.271
H 2.3488 -0.8477 -1.1427  0.257
H 1.8962 -1.9186 0.1472  0.251
H 4.0659 -2.4374 -1.2292  0.487
H 3.2961 2.4273 -1.1641  0.507

Cartesian forces, eV/Å:
C -0.9554 0.1857 0.6649
C 0.4380 -0.2749 0.2729
C -0.3721 -0.4503 -0.8015
C 0.7902 0.7020 -0.2797
C -0.0388 -0.7295 0.4344
N 0.5028 -0.1954 -0.2315
C 1.1215 0.6378 -0.5131
O -0.0622 -0.2506 0.2288
N -0.5279 -0.4618 0.2642
C -0.8630 0.0621 -0.5979
C 0.0821 0.4994 0.1603
C 1.1609 0.8633 1.1471
O -0.6889 -1.4345 -2.0926
O -0.4860 0.5063 1.0498
C 0.5594 -0.5604 -0.7146
O -0.3254 0.6730 0.3656
O 0.5799 1.6108 -0.2962
H 0.1105 -0.1935 -0.1887
H 0.0574 0.0568 0.4031
H 0.2615 -0.0332 -0.0842
H -0.0143 0.0799 0.0771
H 0.0287 -0.0544 0.0555
H 0.1447 -0.1408 -0.1594
H -0.1253 0.1220 -0.0670
H -0.3529 0.0998 -0.0052
H 0.1346 0.0161 0.1398
H -0.2564 0.2776 0.6302
H 0.0863 -0.1378 -0.1403
H -0.1190 0.4224 0.0691
H 0.1777 -0.1952 -0.6139
H -0.0943 0.0161 0.2866
H -0.1403 -0.0238 -0.3291
H -0.2493 -0.3101 0.2120
H -0.0633 0.2848 0.1126
H -0.5018 -1.6699 0.5408


One molecule with the formula C10H18N2O5 in a non-equilibrium geometry, computed with ωB97M-V/def2-TZVPD.

## Properties
energy = -23880.8743 eV
energy above the lowest of the compared OMol25 structures with the same formula, charge and spin = 88.41 kJ/mol
highest occupied orbital energy = -9.46 eV
maximum force = 2.822 eV/A
gap between HOMO and LUMO = 0.366 Ha
2S+1 = 1

Last column: natural (NBO) charge in e.
Cartesian coordinates (Å):
C -0.1442 -3.9364 -0.8104  -0.608
C -0.7238 -2.5980 -1.4524  -0.210
C -2.1946 -2.4797 -0.9647  -0.631
C 0.0194 -1.3292 -1.1611  -0.177
N 0.1479 -1.0087 0.2589  -0.617
C 1.2342 -0.3062 0.7018  0.699
O 2.3087 -0.3151 0.1180  -0.615
C 1.0148 0.5102 1.9417  -0.154
N 2.2588 0.7745 2.5913  -0.836
C 0.1989 1.7590 1.6480  -0.391
C 0.9012 2.7698 0.7697  -0.535
C -0.0256 3.7056 0.0573  0.809
O -0.6129 3.4925 -0.9446  -0.606
O -0.2808 4.7646 0.8307  -0.678
C -0.4956 -0.1747 -2.0204  0.788
O -0.4893 -0.2709 -3.2214  -0.595
O -0.8424 0.9758 -1.3921  -0.691
H -0.7989 -4.7671 -1.0825  0.212
H 0.8561 -4.2269 -1.1718  0.216
H -0.1670 -3.9194 0.2710  0.212
H -0.6436 -2.6727 -2.5645  0.235
H -2.7695 -1.6367 -1.3770  0.211
H -2.1741 -2.3216 0.1205  0.200
H -2.8617 -3.3362 -1.2295  0.224
H 1.0254 -1.5043 -1.6124  0.270
H -0.7133 -0.5494 0.5993  0.388
H 0.4413 -0.1530 2.5595  0.199
H 3.0400 0.7929 1.8769  0.398
H 2.1779 1.6203 3.1456  0.359
H -0.7907 1.4694 1.2265  0.218
H 0.0100 2.3368 2.6141  0.216
H 1.5753 2.3152 -0.0107  0.248
H 1.6037 3.3483 1.4243  0.230
H -0.9740 5.2774 0.3431  0.494
H -1.1114 1.5939 -2.0826  0.520

Cartesian forces, eV/Å:
C -0.1358 0.7587 -0.9646
C -1.1946 -1.8302 -0.2211
C -0.5347 -0.0500 -0.4781
C 1.7499 0.2414 -0.0028
N -1.4375 0.8290 -0.1394
C 1.3011 0.1422 -1.2870
O -0.4110 -0.0654 0.3236
C -0.0536 -0.0968 0.1489
N 1.5693 0.0351 -0.7669
C -1.4527 0.7371 0.8382
C 2.6688 0.2184 -0.8914
C 0.2984 -0.6108 2.2967
O -0.7014 0.1752 -1.9863
O -0.8469 1.3619 -0.4465
C 0.2791 0.3266 -0.4681
O -0.3126 0.0576 0.1437
O 0.0755 -1.6072 0.1778
H -0.1071 0.1601 -0.1978
H -0.2399 0.4536 0.2091
H 0.2190 0.3155 0.2898
H -0.4179 -0.2014 0.8034
H 0.5456 0.1476 -0.0914
H -0.1956 -0.3524 -0.0915
H 0.9045 0.2808 0.4357
H -0.3763 0.3749 0.7973
H 0.5562 -0.7411 -0.0540
H -0.7125 -0.2221 0.6949
H -1.2225 0.2577 1.2631
H 0.4846 -0.1076 -0.2142
H 0.5519 0.3014 0.2458
H -0.0801 -1.1196 -0.9380
H -0.8443 0.0633 0.6695
H -0.6547 -0.2762 -0.6627
H 0.6359 -0.3242 0.5782
H 0.0918 0.3668 -0.0142


One molecule with the formula C10H18N2O5 in a non-equilibrium geometry, computed with ωB97M-V/def2-TZVPD.

## Properties
energy = -23873.3492 eV
energy above the lowest of the compared OMol25 structures with the same formula, charge and spin = 814.47 kJ/mol
highest occupied orbital energy = -9.70 eV
maximum force = 6.295 eV/A
gap between HOMO and LUMO = 0.359 Ha
2S+1 = 1

Last column: natural (NBO) charge in e.
Cartesian coordinates (Å):
C -0.2920 1.9171 3.8284  -0.650
C -1.5626 1.0222 3.4840  -0.393
C -1.0456 -0.0282 2.4929  -0.265
C 0.3618 -0.4016 2.8626  -0.604
C -1.1395 0.7074 1.2138  -0.119
N -2.6259 0.7974 1.1957  -0.826
C -0.6943 -0.1765 0.1145  0.649
O -1.2513 -1.3362 -0.0060  -0.680
N 0.3517 0.2760 -0.5145  -0.590
C 1.1083 -0.6534 -1.5100  -0.158
C 0.9231 -0.1510 -2.8710  -0.561
C -0.4714 0.1371 -3.2000  0.799
O -0.8240 0.8013 -4.1385  -0.558
O -1.3254 -0.3826 -2.2485  -0.719
C 2.5751 -0.8940 -0.9224  0.786
O 3.5156 -0.8523 -1.7930  -0.556
O 2.7645 -1.1465 0.4752  -0.709
H -0.0119 2.4343 2.7310  0.186
H 0.6497 1.5096 4.1812  0.208
H -0.8502 2.8405 4.3846  0.232
H -2.0147 0.2323 4.2712  0.218
H -2.4845 1.9468 3.3191  0.261
H -1.8658 -0.7860 2.3127  0.241
H 0.4670 -1.2959 2.2199  0.188
H 1.1451 0.3639 2.6830  0.227
H 0.6067 -0.5232 3.7877  0.222
H -0.7342 1.8702 0.9464  0.209
H -2.8459 -0.1640 1.1887  0.360
H -3.0682 1.3087 0.4001  0.378
H 0.7596 1.1236 -0.3233  0.416
H 0.8151 -1.6837 -1.1791  0.261
H 1.4947 0.7326 -2.9511  0.254
H 1.3285 -0.7433 -3.6300  0.275
H -0.8828 -0.8341 -1.4597  0.499
H 1.7982 -1.3897 1.0801  0.521

Cartesian forces, eV/Å:
C -3.0830 3.8298 -1.7860
C -1.0881 0.6073 3.1389
C -0.8988 2.5930 0.5855
C -0.4623 -0.1923 -6.1190
C -2.1501 3.3392 -2.9416
N -0.1529 2.0734 -1.9027
C -1.6706 -2.1902 2.7994
O 2.2935 2.8452 0.0222
N 2.0589 -4.0846 -2.8098
C 1.1211 -0.7956 5.3049
C 0.9508 0.1292 0.1062
C -2.2437 -0.0357 1.2040
O -0.0461 -0.5832 0.5311
O 0.1129 0.4657 -2.3306
C 2.9558 1.0780 -3.0007
O -3.7474 -0.4871 4.9314
O -3.8401 -0.6018 -0.8517
H -0.6041 -1.2475 2.9363
H -0.4884 0.2528 0.7924
H 2.3596 -2.0837 -0.6605
H 1.1428 2.5949 -0.5165
H 2.7787 -3.5874 -0.1610
H 1.9296 -0.1606 0.9881
H 0.8994 -0.1208 0.6138
H -0.7358 -0.2850 -1.2346
H 0.4883 -1.9695 5.9589
H -0.7093 -3.2287 1.5191
H -1.4164 -0.9510 -0.6839
H 0.8157 -0.8963 0.6454
H 0.8057 2.2565 0.6872
H -0.9858 0.6241 -1.1404
H 0.5937 1.3324 -0.2097
H 0.6999 -1.3758 -1.0269
H -1.6178 -0.4775 -2.3248
H 3.9345 1.3328 -3.0646


What did the second record say?
One molecule with the formula C10H18N2O5 in a non-equilibrium geometry, computed with ωB97M-V/def2-TZVPD.

## Properties
energy = -23880.8743 eV
energy above the lowest of the compared OMol25 structures with the same formula, charge and spin = 88.41 kJ/mol
highest occupied orbital energy = -9.46 eV
maximum force = 2.822 eV/A
gap between HOMO and LUMO = 0.366 Ha
2S+1 = 1

Last column: natural (NBO) charge in e.
Cartesian coordinates (Å):
C -0.1442 -3.9364 -0.8104  -0.608
C -0.7238 -2.5980 -1.4524  -0.210
C -2.1946 -2.4797 -0.9647  -0.631
C 0.0194 -1.3292 -1.1611  -0.177
N 0.1479 -1.0087 0.2589  -0.617
C 1.2342 -0.3062 0.7018  0.699
O 2.3087 -0.3151 0.1180  -0.615
C 1.0148 0.5102 1.9417  -0.154
N 2.2588 0.7745 2.5913  -0.836
C 0.1989 1.7590 1.6480  -0.391
C 0.9012 2.7698 0.7697  -0.535
C -0.0256 3.7056 0.0573  0.809
O -0.6129 3.4925 -0.9446  -0.606
O -0.2808 4.7646 0.8307  -0.678
C -0.4956 -0.1747 -2.0204  0.788
O -0.4893 -0.2709 -3.2214  -0.595
O -0.8424 0.9758 -1.3921  -0.691
H -0.7989 -4.7671 -1.0825  0.212
H 0.8561 -4.2269 -1.1718  0.216
H -0.1670 -3.9194 0.2710  0.212
H -0.6436 -2.6727 -2.5645  0.235
H -2.7695 -1.6367 -1.3770  0.211
H -2.1741 -2.3216 0.1205  0.200
H -2.8617 -3.3362 -1.2295  0.224
H 1.0254 -1.5043 -1.6124  0.270
H -0.7133 -0.5494 0.5993  0.388
H 0.4413 -0.1530 2.5595  0.199
H 3.0400 0.7929 1.8769  0.398
H 2.1779 1.6203 3.1456  0.359
H -0.7907 1.4694 1.2265  0.218
H 0.0100 2.3368 2.6141  0.216
H 1.5753 2.3152 -0.0107  0.248
H 1.6037 3.3483 1.4243  0.230
H -0.9740 5.2774 0.3431  0.494
H -1.1114 1.5939 -2.0826  0.520

Cartesian forces, eV/Å:
C -0.1358 0.7587 -0.9646
C -1.1946 -1.8302 -0.2211
C -0.5347 -0.0500 -0.4781
C 1.7499 0.2414 -0.0028
N -1.4375 0.8290 -0.1394
C 1.3011 0.1422 -1.2870
O -0.4110 -0.0654 0.3236
C -0.0536 -0.0968 0.1489
N 1.5693 0.0351 -0.7669
C -1.4527 0.7371 0.8382
C 2.6688 0.2184 -0.8914
C 0.2984 -0.6108 2.2967
O -0.7014 0.1752 -1.9863
O -0.8469 1.3619 -0.4465
C 0.2791 0.3266 -0.4681
O -0.3126 0.0576 0.1437
O 0.0755 -1.6072 0.1778
H -0.1071 0.1601 -0.1978
H -0.2399 0.4536 0.2091
H 0.2190 0.3155 0.2898
H -0.4179 -0.2014 0.8034
H 0.5456 0.1476 -0.0914
H -0.1956 -0.3524 -0.0915
H 0.9045 0.2808 0.4357
H -0.3763 0.3749 0.7973
H 0.5562 -0.7411 -0.0540
H -0.7125 -0.2221 0.6949
H -1.2225 0.2577 1.2631
H 0.4846 -0.1076 -0.2142
H 0.5519 0.3014 0.2458
H -0.0801 -1.1196 -0.9380
H -0.8443 0.0633 0.6695
H -0.6547 -0.2762 -0.6627
H 0.6359 -0.3242 0.5782
H 0.0918 0.3668 -0.0142


Q: What is the formula in the second record?
A: C10H18N2O5


Q: Among the records above, which one has the highest energy above the lowest of the compared OMol25 structures with the same formula, charge and spin?
A: number 3